{"formula": "C32H83N5O12", "method": "wB97M-V/def2-TZVPD", "species": ["O", "O", "O", "O", "O", "O", "O", "O", "O", "O", "O", "O", "N", "N", "N", "N", "N", "C", "C", "C", "C", "C", "C", "C", "C", "C", "C", "C", "C", "C", "C", "C", "C", "C", "C", "C", "C", "C", "C", "C", "C", "C", "C", "C", "C", "C", "C", "C", "C", "H", "H", "H", "H", "H", "H", "H", "H", "H", "H", "H", "H", "H", "H", "H", "H", "H", "H", "H", "H", "H", "H", "H", "H", "H", "H", "H", "H", "H", "H", "H", "H", "H", "H", "H", "H", "H", "H", "H", "H", "H", "H", "H", "H", "H", "H", "H", "H", "H", "H", "H", "H", "H", "H", "H", "H", "H", "H", "H", "H", "H", "H", "H", "H", "H", "H", "H", "H", "H", "H", "H", "H", "H", "H", "H", "H", "H", "H", "H", "H", "H", "H", "H"], "positions_angstrom": [[2.450, 2.654, 2.155], [-3.275, -5.163, -0.970], [7.015, 5.259, 2.302], [-2.161, 3.256, -5.576], [2.345, 0.366, -2.275], [2.443, -2.154, 4.085], [-0.300, -0.829, 1.209], [-5.385, -3.292, 2.837], [1.647, -6.301, 1.642], [-1.557, 3.653, -0.080], [-6.791, 0.778, -3.318], [5.473, -2.849, 1.062], [2.821, -3.288, 1.698], [-4.352, 1.777, -1.712], [-3.119, -1.914, 1.149], [-0.071, 2.128, -4.469], [4.652, 4.105, 0.900], [6.846, 5.201, 0.876], [1.038, -7.413, 2.245], [2.243, 1.359, 2.626], [0.935, -5.074, 1.993], [-4.371, 0.958, -2.928], [-0.192, 3.512, -4.097], [3.756, 0.378, -2.011], [-4.470, -2.241, 3.187], [-3.072, -2.349, 2.523], [8.299, 4.864, 2.749], [2.592, 2.781, 0.721], [-1.034, 4.092, -5.282], [-3.676, -2.967, 0.291], [-0.275, 0.012, 0.092], [5.356, 5.342, 0.554], [-1.189, 3.865, 1.278], [-2.684, -4.129, -0.036], [3.276, 4.137, 0.366], [-6.508, -3.424, 3.721], [0.442, 1.223, -3.463], [3.223, -2.066, 0.976], [1.500, -3.833, 1.213], [6.825, -2.619, 1.345], [-3.021, 2.404, -1.547], [1.074, -1.986, 4.451], [-5.607, 0.085, -3.037], [-3.131, 3.701, -6.487], [-2.877, 3.072, -0.203], [1.904, 1.397, -3.124], [4.618, -1.736, 1.241], [-4.037, -6.113, -0.233], [-7.893, -0.066, -3.319], [2.596, -2.534, 3.216], [-7.872, -0.584, -4.278], [5.041, 6.201, 1.146], [-7.270, -2.700, 3.433], [-2.420, -1.687, 3.092], [-0.116, -5.152, 1.714], [-0.499, 4.264, -6.216], [4.592, 4.096, 1.908], [-1.191, -1.172, 1.316], [1.457, -8.388, 1.998], [-4.259, 1.619, -3.787], [-3.741, -1.123, 1.060], [-4.681, -5.563, 0.454], [-2.759, -3.388, 2.626], [3.341, 4.374, -0.696], [-3.583, 4.608, -6.087], [-2.183, 1.714, -1.652], [-0.176, 4.265, 1.293], [-0.017, -7.420, 1.970], [1.690, -4.199, 0.204], [2.578, -1.208, 1.165], [7.275, -1.932, 0.629], [1.599, 2.766, 0.272], [0.961, -4.846, 3.059], [-1.171, 2.967, 1.896], [2.529, 1.285, -4.010], [-3.883, 2.912, -6.505], [8.714, 4.021, 2.197], [-4.680, -6.656, -0.926], [0.789, 3.979, -4.019], [-4.632, -3.328, 0.672], [2.139, 2.426, -2.856], [3.150, -2.338, -0.077], [-1.899, 4.575, 1.703], [1.086, -1.460, 5.405], [-8.794, 0.546, -3.325], [0.638, -2.961, 4.670], [-1.362, 5.079, -4.957], [-4.965, 2.531, -1.987], [-2.790, 4.047, -7.462], [3.105, 1.892, 0.354], [-3.524, 0.273, -2.965], [4.361, 0.443, -2.915], [-4.385, -2.195, 4.273], [7.281, 4.263, 0.529], [-2.298, -4.657, 0.836], [-3.992, -2.520, -0.651], [-0.124, 1.373, -2.543], [-2.909, 3.114, -2.366], [1.338, 0.902, 2.225], [-3.437, -6.861, 0.285], [-7.913, -0.688, -2.424], [3.990, -0.556, -1.500], [-4.969, -1.321, 2.882], [1.093, -7.362, 3.333], [2.105, 1.338, 3.707], [4.114, 1.199, -1.390], [8.862, 5.798, 2.765], [-0.837, 0.906, 0.364], [-3.546, 3.907, 0.008], [-1.821, -3.710, -0.553], [0.736, -3.055, 1.194], [7.386, 5.970, 0.325], [2.716, 4.895, 0.913], [7.053, -2.304, 2.363], [4.691, -1.413, 2.280], [3.552, -3.967, 1.537], [5.271, 5.622, -0.496], [0.319, 0.191, -3.792], [-0.719, 3.736, -3.170], [-6.240, -3.360, 4.776], [-3.137, 2.369, 0.589], [7.374, -3.552, 1.214], [-6.937, -4.425, 3.684], [-0.881, -0.450, -0.688], [-5.654, -0.475, -2.103], [-5.429, -0.603, -3.864], [4.881, -0.878, 0.623], [-0.991, 1.791, -4.713], [8.250, 4.649, 3.817], [0.705, 0.246, -0.323], [0.523, -1.449, 3.679], [3.084, 0.736, 2.323]], "fmax_ev_per_a": 2.56, "e_lumo_ev": 0.550, "e_above_lowest_kj_mol": 137.4, "smiles": "COCCNCCOC.COCCNCCOC.COCCNCCOC.COCCNCCOC.COCCNCCOC.CO.CO", "homo_energy_ev": -8.7438, "multiplicity": 1}

---

{"formula": "C32H86N16O12Si2", "method": "wB97M-V/def2-TZVPD", "species": ["Si", "Si", "O", "O", "O", "O", "O", "O", "O", "O", "O", "O", "O", "O", "N", "N", "N", "N", "N", "N", "N", "N", "N", "N", "N", "N", "N", "N", "N", "N", "C", "C", "C", "C", "C", "C", "C", "C", "C", "C", "C", "C", "C", "C", "C", "C", "C", "C", "C", "C", "C", "C", "C", "C", "C", "C", "C", "C", "C", "C", "C", "C", "H", "H", "H", "H", "H", "H", "H", "H", "H", "H", "H", "H", "H", "H", "H", "H", "H", "H", "H", "H", "H", "H", "H", "H", "H", "H", "H", "H", "H", "H", "H", "H", "H", "H", "H", "H", "H", "H", "H", "H", "H", "H", "H", "H", "H", "H", "H", "H", "H", "H", "H", "H", "H", "H", "H", "H", "H", "H", "H", "H", "H", "H", "H", "H", "H", "H", "H", "H", "H", "H", "H", "H", "H", "H", "H", "H", "H", "H", "H", "H", "H", "H", "H", "H", "H", "H"], "positions_angstrom": [[5.765, 1.598, 2.290], [3.609, 0.103, 1.058], [1.083, -2.610, -7.632], [5.232, 0.289, 1.405], [0.559, -2.641, 3.056], [2.502, -2.333, 1.764], [2.850, -7.153, 2.463], [-0.120, -6.091, -8.352], [7.371, -5.073, 2.583], [-1.201, 4.417, 0.113], [7.302, -4.514, 7.705], [-3.357, -3.264, -0.965], [2.066, -4.980, 5.406], [-7.771, 6.053, 7.189], [-2.406, -2.173, 0.781], [2.511, -7.790, 4.582], [-3.004, -4.396, 0.969], [0.630, 4.525, -1.216], [6.004, -3.262, 2.724], [5.138, -5.345, 2.265], [2.974, -2.048, -8.743], [2.751, -9.380, 2.909], [6.977, -4.001, 5.516], [6.207, -2.601, 7.186], [0.743, 3.525, 0.865], [-0.938, -6.125, -10.467], [-9.745, 6.990, 7.792], [-1.812, -4.690, -8.880], [2.286, -4.253, -8.632], [-7.768, 7.660, 8.786], [6.248, -4.601, 2.523], [2.700, -1.528, -3.326], [2.049, -2.956, -8.292], [-0.134, -0.572, -4.228], [-4.933, 5.219, 1.802], [-3.702, 2.914, -3.720], [-4.880, 6.710, 3.886], [6.864, -3.762, 6.852], [2.175, -4.001, 4.374], [3.307, -0.626, -0.621], [0.775, -3.853, 3.769], [3.504, -0.233, -3.202], [-5.140, 5.539, 0.315], [-5.729, 6.152, 2.748], [-2.952, -3.277, 0.181], [-0.022, 4.174, -0.066], [1.109, -0.635, -5.132], [2.088, -1.736, -4.724], [-3.833, 6.326, -1.742], [-8.386, 6.846, 7.876], [-5.712, 7.471, 4.921], [-2.183, 2.750, -3.680], [3.957, 0.164, -1.769], [-1.708, 1.471, -4.396], [-4.052, 6.476, -0.237], [-3.318, 4.919, -2.134], [-0.910, -5.662, -9.180], [2.709, -8.060, 3.268], [-4.214, 4.271, -3.193], [-0.494, 0.848, -3.721], [1.127, -2.589, 1.781], [2.898, -1.096, 2.372], [4.403, -0.376, -3.806], [-5.072, 7.782, 5.751], [6.790, -2.657, 2.885], [-6.487, 6.835, 5.348], [-0.022, -1.208, -3.348], [-3.260, 4.304, -1.238], [2.883, -4.328, 3.604], [-6.096, 6.056, 0.193], [-2.309, 5.035, -2.527], [1.504, -2.660, -4.670], [-1.788, -4.317, -7.948], [-1.575, -5.787, -11.162], [2.472, -6.809, 4.816], [-5.177, 4.630, -0.287], [-4.757, 6.551, -2.285], [3.807, 1.239, -1.624], [2.080, -0.631, 2.926], [6.105, -2.395, 8.162], [-4.044, 2.786, -4.751], [-5.204, 4.186, 2.028], [-3.395, -5.224, 0.561], [-1.009, -0.947, -4.763], [3.779, -2.300, -9.284], [4.203, -4.988, 2.204], [-0.283, -6.843, -10.710], [-2.543, 0.762, -4.408], [0.581, -1.838, 1.200], [5.945, 2.781, 1.426], [1.714, 3.312, 0.737], [2.824, -1.085, -8.507], [-4.304, 7.511, 0.014], [0.292, 3.257, 1.719], [2.792, -4.853, 6.027], [-3.877, 5.328, 2.060], [4.769, 1.927, 3.335], [-3.104, 7.069, -2.077], [2.643, -10.134, 3.560], [1.602, 0.340, -5.163], [5.849, -1.959, 6.508], [-6.148, 8.371, 4.483], [5.074, -2.870, 2.710], [7.457, -4.837, 5.233], [0.541, -4.724, 3.147], [-4.383, 4.987, -4.002], [1.004, -3.548, 1.265], [-2.353, -1.334, 0.233], [0.783, -0.855, -6.148], [2.545, -3.036, 4.729], [-8.253, 8.321, 9.360], [2.952, 0.598, -3.640], [2.864, -1.917, -5.471], [-10.225, 6.408, 7.132], [-4.152, 2.111, -3.130], [6.611, -3.396, 4.802], [-1.853, 2.710, -2.639], [2.220, -0.613, -0.754], [-4.384, 5.878, 4.396], [-3.095, 6.271, 0.250], [1.597, 4.331, -1.388], [3.371, -2.369, -3.129], [-1.723, 3.626, -4.148], [1.881, -1.586, -2.608], [-10.270, 7.638, 8.347], [0.365, 1.505, -3.893], [3.679, -1.351, 3.089], [1.627, -4.948, -8.312], [-0.667, 0.822, -2.641], [5.274, -6.329, 2.128], [2.873, 1.389, 1.198], [-2.466, -4.316, -9.541], [-6.138, 6.991, 2.178], [-4.107, 7.381, 3.501], [-5.188, 4.104, -2.721], [3.669, -1.652, -0.632], [7.057, 1.225, 2.887], [5.039, 0.021, -1.699], [3.073, -4.538, -9.183], [-6.558, 5.601, 3.199], [0.073, -3.849, 4.604], [-2.677, -4.423, 1.915], [-1.492, 1.722, -5.439], [2.900, -9.588, 1.939], [-2.065, -2.167, 1.725], [2.400, -8.489, 5.291], [0.091, 4.994, -1.921], [-6.772, 7.579, 8.866]], "fmax_ev_per_a": 0.94, "e_lumo_ev": 0.117, "homo_energy_ev": -9.6682, "multiplicity": 1}

---

{"formula": "C32H88AsF6N8O8Sr", "method": "wB97M-V/def2-TZVPD", "species": ["Sr", "As", "F", "F", "F", "F", "F", "F", "O", "O", "O", "O", "O", "O", "O", "O", "N", "N", "N", "N", "N", "N", "N", "N", "C", "C", "C", "C", "C", "C", "C", "C", "C", "C", "C", "C", "C", "C", "C", "C", "C", "C", "C", "C", "C", "C", "C", "C", "C", "C", "C", "C", "C", "C", "C", "C", "H", "H", "H", "H", "H", "H", "H", "H", "H", "H", "H", "H", "H", "H", "H", "H", "H", "H", "H", "H", "H", "H", "H", "H", "H", "H", "H", "H", "H", "H", "H", "H", "H", "H", "H", "H", "H", "H", "H", "H", "H", "H", "H", "H", "H", "H", "H", "H", "H", "H", "H", "H", "H", "H", "H", "H", "H", "H", "H", "H", "H", "H", "H", "H", "H", "H", "H", "H", "H", "H", "H", "H", "H", "H", "H", "H", "H", "H", "H", "H", "H", "H", "H", "H", "H", "H", "H", "H"], "positions_angstrom": [[-3.186, 2.803, 1.306], [0.878, 1.235, 0.605], [0.549, 1.771, -1.034], [1.310, 2.873, 1.005], [0.387, -0.371, 0.217], [2.500, 0.776, 0.185], [-0.806, 1.653, 1.035], [1.266, 0.806, 2.254], [1.099, -1.217, -4.334], [-1.319, -2.656, 3.438], [5.406, -0.712, 3.575], [-0.856, 5.407, -1.075], [-3.481, 0.154, -3.371], [-2.971, -3.997, -2.374], [4.172, -3.340, 0.203], [-2.258, 6.896, 2.471], [5.217, 1.060, 1.418], [-2.101, -6.253, 3.818], [1.015, -2.509, -6.799], [5.363, -5.943, 0.475], [-2.153, 2.793, -1.179], [-3.448, 5.242, 0.230], [-1.074, 4.136, 1.908], [-1.846, -2.079, 0.586], [-2.483, 8.283, 2.374], [-0.024, -2.737, -5.779], [4.980, -1.699, 4.470], [4.693, 0.493, 3.744], [-0.817, 5.018, 3.115], [-2.428, -4.853, 3.463], [-2.959, -3.628, -1.001], [4.658, -5.445, -0.744], [-0.389, -4.208, -5.935], [-3.349, -4.303, 4.534], [0.543, -2.516, -4.353], [5.239, 1.578, 2.786], [-1.847, 6.405, -1.280], [4.330, 2.783, 2.873], [1.628, -0.861, -3.094], [-4.335, 6.897, -1.352], [-0.962, 6.515, 2.836], [-2.375, 2.816, -3.673], [-3.263, 5.830, -1.137], [3.546, -4.540, -0.273], [-1.110, -4.041, 3.438], [-0.079, -1.936, 3.438], [0.623, 4.784, 3.574], [-4.089, -4.815, -2.627], [4.105, -6.587, -1.557], [3.250, -2.502, 0.864], [-2.532, 0.647, -2.459], [-0.461, -3.400, -0.886], [-2.760, 2.129, -2.354], [-3.040, -1.013, -4.048], [0.463, 5.945, -0.992], [-1.811, -2.691, -0.765], [5.784, -5.088, 0.845], [-1.098, -1.413, 0.675], [5.497, -2.622, 4.202], [1.365, 5.023, 2.808], [-3.850, -1.350, -4.690], [1.852, -2.995, -6.488], [1.841, 0.210, -3.008], [-2.658, -1.841, -3.446], [4.261, 0.884, 1.127], [5.160, -1.464, 5.523], [-1.924, -1.846, -1.447], [3.713, -1.530, 1.021], [5.670, 0.152, 1.495], [-3.499, 4.977, -1.776], [-2.897, -4.969, 2.484], [-1.518, 2.293, -4.105], [-1.658, -2.762, 1.306], [-0.572, -4.398, 2.545], [-5.001, -4.245, -2.405], [1.114, 5.149, -0.638], [0.722, 3.757, 3.916], [-0.255, -2.628, -3.610], [-4.368, 7.603, -0.524], [2.890, -4.251, -1.104], [-0.272, -0.869, 3.498], [6.192, -6.430, 0.133], [-2.078, -6.310, 4.832], [5.367, -4.875, -1.353], [-2.867, -4.379, 5.512], [0.441, 6.811, -0.325], [4.688, 3.633, 2.286], [-3.045, 5.840, 0.954], [-0.223, 3.580, 1.892], [2.553, -1.391, -2.851], [6.252, 1.757, 3.150], [0.486, -2.164, 2.531], [-0.628, -4.460, -6.968], [-0.802, 4.718, 1.105], [-1.704, 7.143, -0.483], [-2.872, -4.533, -0.381], [-3.459, 8.433, 1.918], [-4.134, -5.748, -2.058], [3.623, 0.316, 3.556], [-0.204, -3.968, 0.008], [-1.160, -6.491, 3.514], [0.531, -2.212, 4.301], [3.915, -1.940, 4.334], [2.324, -2.373, 0.297], [3.511, -7.247, -0.922], [3.014, -2.917, 1.851], [0.394, -4.892, -5.601], [-0.223, 6.820, 2.081], [-0.608, 7.008, 3.749], [-1.492, 4.755, 3.935], [3.432, -6.174, -2.315], [-0.892, -2.108, -5.966], [-3.840, 2.263, -2.205], [2.917, -4.936, 0.529], [-2.189, -0.728, -4.682], [-1.176, 2.513, -1.157], [-4.212, -5.099, -3.672], [0.891, 5.501, 4.354], [-1.508, 0.355, -2.731], [-2.109, 3.782, -1.339], [-4.338, -4.757, 4.545], [3.304, 2.540, 2.597], [4.838, -7.178, -2.105], [-5.311, 6.426, -1.463], [1.325, -3.260, -4.153], [0.326, -2.692, -1.133], [4.275, 3.263, 3.858], [-1.761, 8.809, 1.737], [-2.137, 3.878, -3.602], [1.256, -1.520, -6.753], [4.710, 0.856, 4.782], [-0.539, -4.148, -1.687], [-4.136, 7.474, -2.258], [-4.461, 5.213, 0.336], [-3.148, 2.699, -4.433], [0.880, 6.283, -1.944], [-2.644, 0.181, -1.463], [-2.448, 8.825, 3.322], [-3.942, -3.221, -0.732], [-3.481, -3.229, 4.385], [-1.703, 6.866, -2.258], [-0.507, -4.384, 4.289], [0.925, -0.915, -2.249], [-1.295, -4.518, -5.400]], "fmax_ev_per_a": 2.00, "total_charge": 1, "e_lumo_ev": -4.337, "e_above_lowest_kj_mol": 0.0, "homo_energy_ev": -10.1682, "multiplicity": 1}